# C80H196B6F24N10O8

A 16-piece molecular cluster, C80H196B6F24N10O8 overall at a distorted geometry (ωB97M-V/def2-TZVPD, the OMol25 dataset).

XYZ file:
```
324
Properties=species:S:1:pos:R:3:forces:R:3
C -18.3939 -37.1992 -5.6663 0.08 0.67 -0.91
C -18.0612 -36.4921 -4.3490 0.38 -0.27 -0.49
C -16.5723 -36.1514 -4.1159 -0.38 -1.37 -0.69
N -16.3066 -35.7728 -2.6997 -1.13 0.30 0.20
C -17.1928 -34.6451 -2.2747 -1.84 -0.17 -0.25
C -14.9110 -35.2515 -2.5662 -1.12 -0.57 1.79
C -14.5001 -35.7010 -1.1509 -0.07 0.93 1.35
C -15.7186 -36.4790 -0.5388 0.75 0.32 -2.29
C -16.4103 -37.0587 -1.7970 -0.35 3.13 1.26
H -18.2011 -36.5036 -6.5321 -0.02 -0.94 0.67
H -19.4801 -37.4022 -5.6688 0.53 0.01 -0.07
H -17.8623 -38.1588 -5.7963 -0.17 0.52 0.00
H -18.5078 -37.1522 -3.5978 0.30 0.58 0.40
H -18.5331 -35.5128 -4.3988 -0.57 -0.16 0.39
H -16.2835 -35.3951 -4.8635 0.06 0.20 0.75
H -15.8726 -36.9945 -4.2708 -0.57 0.11 -0.22
H -18.2012 -35.0407 -2.0730 0.39 0.01 0.03
H -17.3072 -33.9800 -3.1521 0.40 -0.10 0.64
H -16.8617 -34.1042 -1.3804 0.29 -0.37 -0.47
H -14.9628 -34.1888 -2.7555 0.48 0.07 -0.15
H -14.4937 -35.8528 -3.3021 2.08 -0.39 -1.30
H -14.2276 -34.9050 -0.4115 -0.44 -0.12 -1.06
H -13.5947 -36.2829 -1.1855 0.15 -0.65 -0.24
H -16.3816 -35.7780 -0.0791 -0.34 0.16 0.64
H -15.3253 -37.1969 0.1294 -0.10 -0.91 0.83
H -17.4691 -37.3306 -1.6781 0.55 0.04 -0.10
H -15.8051 -37.7741 -2.2683 0.57 -1.18 -0.71
C -15.8868 -29.2769 8.3844 -2.48 -0.21 0.43
C -17.0991 -28.9000 7.5091 -0.96 0.05 -1.16
C -17.8409 -27.7793 8.2483 0.64 0.94 -0.49
N -18.6359 -26.7447 7.5036 -0.56 -0.69 -1.16
C -19.9779 -27.3501 7.2692 -0.59 2.99 -1.69
C -17.9481 -26.2109 6.2128 -2.13 -0.93 0.22
C -18.5527 -24.8088 6.0667 1.08 0.21 -1.41
C -19.2946 -24.4176 7.3187 -2.01 -0.67 0.65
C -18.8013 -25.4534 8.2860 0.03 -1.37 1.85
H -15.1013 -28.5997 8.2902 1.35 1.12 -0.12
H -15.6017 -30.2716 8.2084 0.77 -1.30 -0.65
H -16.2238 -29.3211 9.4293 0.15 0.36 -0.08
H -17.7587 -29.7895 7.3763 0.40 0.63 -0.01
H -16.8598 -28.5354 6.4569 0.10 -0.63 1.36
H -17.0783 -27.1334 8.5867 1.19 0.30 1.23
H -18.4810 -28.1046 9.0568 0.13 -0.20 0.27
H -19.9586 -27.9995 6.4289 0.05 -0.58 -0.42
H -20.6730 -26.4989 7.0711 0.43 -0.71 -0.34
H -20.3897 -27.7763 8.1226 -0.14 -1.02 1.75
H -18.2906 -26.8200 5.3462 0.61 -0.03 0.81
H -16.8840 -26.2471 6.4096 0.01 0.14 -0.11
H -19.2034 -24.8035 5.1976 -0.02 0.22 -0.17
H -17.6627 -24.1835 5.8710 -0.75 0.28 0.12
H -20.4476 -24.3916 7.3167 1.68 -0.40 -0.66
H -19.0763 -23.4345 7.6440 0.65 0.91 0.44
H -19.4645 -25.7624 9.1307 0.46 0.78 -0.46
H -17.8004 -25.2229 8.6659 -0.20 0.12 0.03
C -20.8809 -26.1980 2.4520 -0.83 -1.35 2.80
C -20.1681 -26.7741 1.2917 0.93 0.36 -0.97
N -18.7460 -26.1770 0.9337 -2.48 0.63 -0.75
C -18.0078 -26.0485 2.1882 0.57 -0.16 -0.01
C -18.1078 -27.0426 -0.1186 -0.86 -0.12 0.50
C -17.4825 -28.2115 0.5887 0.21 -0.75 -1.17
C -18.9616 -24.7853 0.3489 -0.12 -1.18 -1.40
C -17.7537 -23.9079 0.0971 1.62 -0.14 0.12
O -17.3804 -23.1778 1.2588 0.79 0.52 -0.28
C -16.4557 -22.0896 0.8987 -1.25 -1.11 -0.88
H -20.3740 -26.6212 3.3653 -0.69 0.56 -0.57
H -21.9248 -26.6643 2.4794 1.36 0.67 -0.15
H -20.9901 -25.1402 2.6279 0.03 0.49 -0.58
H -20.8473 -26.7185 0.4282 0.90 -0.21 -0.23
H -19.8998 -27.7747 1.6045 -0.33 -0.47 -0.54
H -18.5612 -25.2875 2.6932 0.25 0.59 0.79
H -16.9787 -25.7812 1.9803 0.11 0.37 0.00
H -17.9985 -26.9673 2.7608 -0.31 -0.23 0.04
H -17.4116 -26.3777 -0.6152 0.55 -0.37 -0.04
H -18.8649 -27.3655 -0.8998 0.57 0.51 1.17
H -18.2076 -28.9181 1.0506 0.42 0.44 -0.44
H -16.7305 -27.9196 1.3094 0.06 0.15 -0.19
H -16.9584 -28.6819 -0.2424 0.18 -0.78 0.37
H -19.7445 -24.3580 0.9264 -0.30 0.87 0.65
H -19.4184 -25.0234 -0.6248 0.15 0.25 0.16
H -17.9778 -23.2168 -0.7188 -0.42 0.08 -0.01
H -16.8418 -24.4701 -0.2974 -1.09 0.28 0.52
H -15.6020 -22.4325 0.3244 0.00 -0.49 -0.34
H -16.0301 -21.6493 1.7611 -0.16 0.40 1.16
H -17.0319 -21.3744 0.3042 0.24 0.16 0.15
C -12.9623 -40.0458 14.3709 0.08 1.40 0.59
C -14.1164 -39.3701 15.1776 2.24 -1.43 0.13
N -15.4643 -39.6301 14.6800 -0.06 -0.60 -0.20
C -16.3289 -38.7981 15.5250 -1.46 1.53 -0.09
C -15.6096 -39.2812 13.2384 0.26 1.60 -0.44
C -15.2004 -37.8326 12.8616 -0.67 0.63 0.31
C -15.7659 -41.1150 14.7786 -1.46 0.08 -1.35
C -15.5981 -41.7134 16.0924 1.25 -2.91 1.62
O -14.2686 -42.3222 16.0915 -1.15 0.88 -0.15
C -14.0639 -43.1029 17.2643 -0.18 0.79 -0.06
H -13.0580 -41.0652 14.0962 -1.09 -0.87 -0.74
H -12.2119 -40.2496 15.1198 0.76 0.77 0.19
H -12.5671 -39.4379 13.5428 -0.13 -0.28 0.38
H -14.0231 -38.2762 15.2235 0.36 -0.59 0.34
H -14.0547 -39.8995 16.1585 -0.20 1.12 -0.46
H -16.1307 -38.9565 16.5792 -0.19 -0.44 0.00
H -17.3965 -38.9101 15.2509 0.60 -0.31 0.32
H -16.1075 -37.7154 15.3779 0.09 -0.89 -0.23
H -16.6561 -39.3948 13.0087 -0.36 -0.24 -0.21
H -15.0298 -39.9885 12.6659 0.16 -0.27 0.01
H -14.2553 -37.4550 13.3236 -0.67 -0.53 -0.57
H -16.0157 -37.0964 13.1127 0.79 -0.77 -0.10
H -15.1486 -37.7896 11.7611 0.20 -0.04 0.47
H -15.1107 -41.6662 14.0843 -0.45 0.50 0.09
H -16.8223 -41.2227 14.4984 0.32 0.14 -0.36
H -16.3349 -42.5270 16.3926 0.51 0.90 -0.98
H -15.6993 -41.0075 16.8855 0.14 0.71 0.84
H -14.5634 -44.0652 17.1596 0.21 -0.16 0.13
H -14.5047 -42.5360 18.0844 0.13 -0.31 0.46
H -12.9886 -43.1569 17.4040 -0.05 -0.41 0.08
C -21.6381 -30.5235 -0.6675 0.19 0.72 -0.76
C -22.0018 -31.5333 0.3657 -1.78 -0.24 0.44
N -21.3276 -32.8504 0.1824 1.18 0.34 0.84
C -21.5885 -33.4294 -1.1257 -2.10 0.70 -1.31
C -19.7952 -32.7153 0.1781 -0.13 -0.53 0.61
C -19.1657 -32.0643 1.3908 0.93 -0.94 -0.42
C -21.6964 -33.8624 1.2638 -1.07 0.68 1.59
C -23.1824 -33.8676 1.6841 -1.15 0.91 -0.42
O -24.0116 -34.0621 0.5319 1.90 1.04 -0.20
C -25.3615 -34.1212 0.7351 -3.11 -0.60 0.77
H -22.0289 -29.5216 -0.4028 0.28 -0.61 0.01
H -22.1196 -30.8153 -1.5777 -0.35 0.18 -0.78
H -20.5697 -30.4576 -0.9211 -0.25 0.14 0.49
H -23.1172 -31.7230 0.3483 1.23 0.10 -0.17
H -21.8002 -31.1368 1.3381 0.44 -0.20 0.79
H -21.0713 -34.3531 -1.1717 0.43 -0.85 -0.30
H -21.3025 -32.7426 -1.9434 0.17 -0.43 0.60
H -22.6737 -33.5859 -1.1998 0.40 -0.19 -0.09
H -19.4597 -32.1502 -0.6825 -0.45 -0.12 -0.43
H -19.5493 -33.7789 0.0455 0.69 0.57 0.23
H -18.1277 -31.8558 1.0055 -0.83 -0.44 0.78
H -19.1800 -32.7832 2.2450 0.25 0.95 -0.41
H -19.5886 -31.0934 1.6204 -0.23 -0.06 0.27
H -21.1821 -33.5993 2.2245 0.03 -0.20 -1.19
H -21.4129 -34.8693 0.9581 0.26 0.36 -0.20
H -23.5044 -32.9508 2.3143 0.54 -1.04 -1.21
H -23.4078 -34.7214 2.3051 0.58 -0.42 0.66
H -25.8567 -33.2520 1.2922 1.01 -0.79 -0.68
H -25.6698 -35.0537 1.2819 0.40 0.65 -0.10
H -25.8801 -34.2316 -0.2411 0.54 0.35 0.46
C -19.0538 -32.2376 7.3984 1.13 -0.30 0.70
C -19.5751 -33.5198 7.9981 -1.10 0.72 -0.76
N -21.0776 -33.4296 8.2388 0.70 -2.01 1.50
C -21.3277 -32.4916 9.3819 1.31 1.95 -0.38
C -21.7734 -32.9876 7.0123 0.36 1.65 -0.01
C -21.7512 -33.8204 5.7339 -1.34 0.63 -0.07
C -21.6002 -34.8170 8.7032 -0.45 0.81 0.01
C -21.1896 -35.2104 10.1340 -0.39 -0.20 -0.82
O -22.1254 -34.6677 11.0253 -0.47 0.43 0.06
C -21.5709 -34.1542 12.2406 0.98 -1.63 -0.69
H -17.9857 -32.2092 7.4866 0.90 -0.61 -0.04
H -19.2456 -31.3598 7.9751 -0.91 0.62 0.36
H -19.2422 -32.0683 6.3652 -0.58 0.09 -0.80
H -19.0840 -33.8539 8.8733 0.34 0.13 1.23
H -19.4545 -34.3504 7.3487 0.09 -0.65 -0.92
H -20.5648 -32.7111 10.1803 -1.06 0.25 -0.83
H -22.3476 -32.4892 9.7584 0.07 -0.55 -0.14
H -21.1375 -31.4485 8.9839 -0.11 -1.14 0.53
H -21.3879 -31.9531 6.8776 -0.26 -0.77 -0.48
H -22.7516 -32.8412 7.3963 -1.34 0.04 -0.21
H -22.0532 -33.1491 4.9043 -0.03 -0.14 0.58
H -22.4942 -34.6334 5.7444 0.45 0.14 0.14
H -20.8043 -34.1705 5.4118 1.10 -0.52 0.06
H -21.2202 -35.5461 8.0040 0.12 -0.11 -0.32
H -22.7200 -34.7488 8.6145 1.07 -0.18 0.24
H -20.2093 -34.8607 10.4232 0.47 -0.11 -0.34
H -21.1321 -36.3220 10.0793 -0.26 0.54 0.63
H -20.5641 -33.7064 12.0485 -0.63 -0.46 0.44
H -21.5632 -35.0067 12.9222 0.73 0.18 0.29
H -22.2101 -33.4500 12.6902 -0.98 1.08 0.09
C -18.1680 -35.9710 5.0474 0.23 -0.07 -2.66
C -17.8158 -37.0728 5.9843 -2.66 0.51 2.01
N -17.6766 -38.4527 5.4301 2.58 1.66 0.40
C -18.8493 -38.8378 4.6460 0.54 -1.20 -0.25
C -16.4228 -38.4151 4.5137 -0.50 -0.72 2.00
C -16.1584 -39.6629 3.7770 0.29 -1.02 -0.69
C -17.5013 -39.3296 6.5974 0.24 -1.59 0.48
C -16.5812 -39.0626 7.7796 0.05 1.86 1.09
O -15.2364 -39.0020 7.3823 0.01 0.09 -0.75
C -14.2716 -38.7214 8.4021 -2.15 0.87 0.29
H -18.1786 -35.0118 5.5877 0.15 -0.34 -0.29
H -19.1758 -36.1634 4.6237 0.54 0.48 0.23
H -17.4862 -35.9309 4.1094 -1.07 0.40 1.75
H -18.7103 -37.1447 6.6790 0.95 -0.15 -0.59
H -17.0607 -36.7719 6.6956 0.91 -0.57 -0.26
H -18.8802 -38.1214 3.8564 -0.22 -0.11 -1.03
H -19.7299 -38.7027 5.2443 -0.43 -0.30 0.41
H -18.6785 -39.9059 4.3158 -0.57 1.35 0.20
H -15.5950 -38.0809 5.1449 -0.15 -0.55 0.20
H -16.6181 -37.6254 3.8975 -0.58 1.89 -1.95
H -15.1429 -39.6494 3.4663 1.25 -0.11 0.19
H -16.6123 -39.9168 2.8314 -1.08 0.82 -0.25
H -16.3224 -40.5412 4.3568 0.26 -0.69 0.74
H -17.1889 -40.2953 6.2174 -0.02 -0.23 -0.26
H -18.4937 -39.4753 6.9820 -0.49 -0.02 0.40
H -16.7523 -39.9125 8.4357 -0.09 -0.42 0.15
H -16.8396 -38.1676 8.4432 0.15 -1.05 -1.28
H -13.3993 -38.4949 7.8508 1.16 0.11 -0.22
H -14.1670 -39.6127 9.0136 0.25 0.07 0.39
H -14.6029 -37.8011 8.9839 0.43 -1.15 -0.41
C -7.8817 -28.5037 -1.9560 -0.90 0.34 0.00
C -9.1131 -28.4263 -2.8526 1.71 1.15 -1.70
N -10.3977 -27.9271 -2.1828 0.78 -1.12 -0.09
C -10.6282 -28.8114 -0.9911 -1.20 -0.13 0.83
C -10.2671 -26.5283 -1.7055 1.18 2.18 -0.19
C -9.8900 -25.3663 -2.7642 1.03 -2.59 1.76
C -11.5470 -28.0720 -3.1339 -0.98 0.03 -0.37
C -11.9266 -29.4928 -3.5343 -0.13 -1.23 0.37
O -10.8188 -30.1426 -4.1319 -0.48 0.00 -0.49
C -11.1831 -31.4250 -4.6349 1.14 0.07 0.43
H -7.0427 -28.7790 -2.5757 0.21 -0.24 -0.13
H -8.0254 -29.2223 -1.1676 0.24 -0.39 0.25
H -7.6471 -27.5527 -1.5098 0.19 0.42 0.20
H -9.2826 -29.3866 -3.3194 -0.41 0.01 0.46
H -8.7985 -27.7826 -3.7599 -1.15 -0.46 1.53
H -11.6421 -28.5513 -0.5714 0.98 -0.33 -0.52
H -9.8923 -28.6544 -0.1735 -0.31 0.06 -0.92
H -10.6016 -29.8578 -1.3459 0.04 0.57 0.35
H -9.4968 -26.5833 -0.9021 -0.56 0.27 -0.62
H -11.2073 -26.2108 -1.2667 -0.07 -0.44 0.16
H -8.8894 -25.5262 -3.1901 -0.58 -0.22 -0.45
H -9.7219 -24.4996 -2.1613 -0.46 0.72 0.39
H -10.6955 -25.2521 -3.4481 -0.31 0.34 -0.77
H -11.2252 -27.5566 -4.0386 -0.21 0.18 0.03
H -12.4708 -27.6047 -2.7021 1.03 -0.12 -0.17
H -12.7502 -29.4570 -4.2937 0.36 0.26 0.79
H -12.2577 -30.1563 -2.6629 -0.02 1.09 -0.92
H -10.2417 -31.8541 -5.0398 -0.79 0.09 0.25
H -11.9298 -31.3434 -5.4190 -0.19 -0.06 -0.09
H -11.5452 -32.0005 -3.7723 -0.09 -0.33 -0.41
C -10.7975 -24.7444 2.7703 2.75 0.02 -0.74
C -11.9137 -24.1532 3.5131 -2.50 2.02 -0.19
N -11.9653 -24.2957 4.9929 -0.68 -0.50 -0.37
C -11.6221 -25.7130 5.3756 1.95 0.61 1.96
C -11.0436 -23.3148 5.5950 1.56 -0.56 0.29
C -11.1250 -23.2326 7.0955 1.72 0.08 -0.33
C -13.3324 -23.9723 5.5793 -1.71 -0.22 -3.40
C -14.0961 -22.7404 5.0121 0.64 0.12 0.99
O -13.2849 -21.6001 5.2089 0.50 0.14 -0.21
C -13.8349 -20.3665 4.7981 -1.63 0.10 1.40
H -10.7572 -25.8436 2.7705 -0.50 0.32 -0.27
H -9.8077 -24.4712 3.2173 -0.65 0.07 -0.41
H -10.7801 -24.3330 1.7155 -0.22 -0.68 1.21
H -12.8550 -24.5277 3.1076 -0.07 -0.27 0.10
H -12.0218 -23.0428 3.4071 0.50 -0.88 -0.41
H -10.4586 -25.9301 5.3240 -2.55 0.59 -0.22
H -12.2305 -26.4035 4.8324 -0.15 -0.29 -0.67
H -11.9275 -25.7842 6.4356 0.30 -0.22 -0.42
H -11.2407 -22.3077 5.2663 -0.28 -0.11 -0.81
H -10.0598 -23.6712 5.2204 -0.27 0.63 0.60
H -10.3321 -22.5027 7.2632 -0.05 0.03 0.71
H -10.8354 -24.1589 7.5717 -0.12 -0.14 0.37
H -12.0490 -22.8430 7.4708 -0.23 0.23 0.26
H -13.1569 -23.8710 6.5921 -0.32 -0.27 1.69
H -14.0140 -24.7967 5.2935 0.53 0.01 0.67
H -15.0119 -22.6284 5.6831 0.72 -0.46 -1.21
H -14.2780 -22.8924 3.9293 -0.50 0.15 0.50
H -14.7445 -20.1306 5.4255 0.51 -0.38 -0.79
H -14.0830 -20.3393 3.7477 -0.10 -0.09 -0.44
H -13.1707 -19.5608 5.0441 0.75 0.10 -0.06
C -15.4319 -32.5902 6.0064 1.37 -0.07 -1.12
C -14.4850 -32.2388 4.7885 -1.11 2.23 1.02
N -15.0666 -32.2185 3.3577 1.19 0.31 2.30
C -13.8842 -32.0347 2.4434 -0.50 0.84 0.17
C -15.6831 -33.5686 3.1231 -1.09 -0.39 0.05
C -14.8383 -34.8432 3.2507 -1.38 -0.20 -0.27
C -16.1069 -31.1225 3.2222 -0.25 0.38 -1.74
C -15.5979 -29.6622 3.1289 -0.71 -0.80 1.50
O -15.2702 -29.2215 4.4321 1.12 -0.15 -0.13
C -14.7659 -27.8641 4.4482 0.32 -1.67 -1.17
H -16.2964 -31.9611 5.9955 -0.51 0.51 -0.09
H -14.8963 -32.4045 6.9380 0.21 0.26 -0.19
H -15.7489 -33.6082 6.0957 -0.19 -0.79 -0.34
H -13.5747 -32.7649 4.6590 0.62 -0.99 0.56
H -14.1959 -31.1825 5.0100 -0.14 -0.72 -0.50
H -13.3309 -31.0809 2.5417 -0.71 -0.42 0.42
H -14.2775 -32.0922 1.4551 0.00 -0.13 -0.79
H -13.2107 -32.8278 2.6664 0.49 -0.68 -0.06
H -16.0378 -33.5333 2.0948 -0.56 0.03 0.31
H -16.4953 -33.6285 3.8937 0.38 0.13 -1.10
H -14.2429 -34.8759 4.1314 0.42 -0.22 0.83
H -14.2317 -35.0328 2.3976 0.78 0.21 -0.74
H -15.5565 -35.7111 3.2123 0.58 1.04 0.37
H -16.9414 -31.2190 3.9297 0.64 -0.13 0.23
H -16.5770 -31.3263 2.2495 0.19 0.00 0.11
H -16.4487 -29.0575 2.8307 -0.25 -0.18 -0.51
H -14.7815 -29.5083 2.4336 0.16 -0.05 -0.31
H -15.6513 -27.2783 4.4276 -0.56 1.28 -0.13
H -14.1177 -27.6613 3.5149 -0.75 -0.15 1.60
H -14.3029 -27.8082 5.4230 0.47 0.58 -0.02
B -14.0987 -26.0192 0.1867 0.45 0.77 -0.45
F -12.9345 -26.6647 -0.3181 0.01 0.30 0.06
F -14.6495 -26.8348 1.1350 -0.76 -0.91 1.10
F -13.7629 -24.7847 0.8397 -0.12 -0.57 -0.77
F -15.0044 -25.8569 -0.8863 0.19 0.33 0.37
B -17.6456 -36.2765 9.8316 0.22 -0.23 -1.00
F -18.1379 -35.2857 10.6418 -0.22 0.22 1.13
F -17.4099 -37.5472 10.3822 0.23 0.45 0.76
F -18.6619 -36.5264 8.8487 0.11 0.34 -0.50
F -16.4463 -35.7586 9.2643 -0.40 -0.57 -0.29
B -15.6840 -31.8162 -0.8426 -1.05 0.53 0.73
F -17.0146 -31.2640 -0.8163 0.68 0.01 -0.42
F -14.7587 -30.9308 -0.3265 0.24 0.66 0.32
F -15.7589 -32.9341 0.0103 0.11 -0.78 0.53
F -15.2886 -32.2186 -2.0814 0.01 -0.21 -1.21
B -20.2716 -29.9107 4.3516 1.53 0.10 -0.55
F -20.8693 -29.9876 3.0817 -0.61 0.84 0.34
F -19.6545 -28.5890 4.6030 -0.65 -1.27 -0.75
F -21.1162 -30.2117 5.4030 -0.07 0.04 -0.10
F -19.2121 -30.8697 4.2341 0.01 0.28 0.80
B -18.6871 -36.0303 1.6278 -0.84 0.76 0.44
F -19.6926 -35.4783 2.4557 -0.64 -0.33 0.16
F -17.5748 -35.2703 1.9226 1.38 0.31 -0.19
F -18.4789 -37.3577 1.9347 0.17 -0.58 -0.08
F -19.0584 -35.8402 0.2930 0.00 -0.28 -0.53
B -15.0219 -25.0005 8.1776 -0.76 0.32 -0.48
F -15.5747 -25.3112 9.3758 -0.83 -0.95 1.06
F -15.1497 -26.0496 7.2067 0.12 -0.50 0.02
F -15.8031 -23.9280 7.6513 0.58 0.19 -0.34
F -13.6886 -24.7676 8.3630 0.97 0.59 -0.25
```
Forces are in eV/Å.

Output
E, eV: -186698.15792
Energy above the lowest of the compared OMol25 structures with the same formula, charge and spin, kJ/mol: 0.0
Net charge: +4
HOMO-LUMO gap, hartree: 0.36568
Multiplicity: 1